Record 1
Entry from the OMol25 dataset: C33H20N10RuS as an isolated structure (wB97M-V/def2-TZVPD).

Positions of all 65 atoms, in Å:
Ru: 0.04 0.15 -0.17
C: -1.94 -5.49 2.63
C: -0.64 -5.49 3.18
C: 0.24 -4.46 2.93
C: -0.19 -3.42 2.12
C: 0.47 -2.22 1.66
N: -0.43 -1.52 0.88
C: -1.60 -2.22 0.78
N: -2.70 -1.92 0.05
C: -2.82 -0.79 -0.61
C: -4.07 -0.39 -1.29
C: -5.27 -1.05 -1.47
C: -6.27 -0.37 -2.16
C: -6.07 0.93 -2.63
C: -4.87 1.59 -2.43
C: -3.87 0.91 -1.76
C: -2.51 1.29 -1.37
N: -2.03 2.52 -1.47
C: -0.85 2.93 -1.07
N: 0.28 2.10 -0.72
C: 1.33 2.92 -0.16
N: 2.44 2.50 0.39
C: 2.69 1.27 0.81
N: 1.81 0.21 0.84
C: 2.33 -0.82 1.55
N: 1.76 -1.94 1.91
C: 3.71 -0.44 1.95
C: 4.67 -1.12 2.66
C: 5.88 -0.47 2.88
C: 6.10 0.83 2.42
C: 5.11 1.52 1.72
C: 3.92 0.86 1.49
C: 0.88 4.28 -0.32
C: 1.51 5.47 0.02
C: 0.84 6.66 -0.20
C: -0.46 6.66 -0.74
C: -1.10 5.48 -1.06
C: -0.41 4.29 -0.86
N: -1.92 0.21 -0.75
C: -1.48 -3.42 1.57
C: -2.37 -4.46 1.83
H: -2.60 -6.32 2.85
H: -0.34 -6.32 3.81
H: 1.24 -4.46 3.35
H: -5.41 -2.05 -1.09
H: -7.22 -0.85 -2.32
H: -6.88 1.43 -3.15
H: -4.71 2.60 -2.78
H: 4.49 -2.12 3.02
H: 6.67 -0.98 3.43
H: 7.05 1.30 2.61
H: 5.27 2.53 1.37
H: 2.51 5.45 0.44
H: 1.31 7.60 0.05
H: -0.96 7.61 -0.89
H: -2.10 5.47 -1.47
H: -3.37 -4.45 1.40
N: 2.01 -1.84 -2.33
N: 0.84 -1.84 -1.50
H: 2.46 -2.75 -2.30
H: 2.65 -1.15 -1.95
H: 0.93 -2.50 -0.74
H: 0.05 -2.11 -2.07
S: 1.25 1.26 -3.16
C: 0.66 1.07 -1.70

## Properties
Energy, eV: -62863.205
Relative energy (zero: lowest compared OMol25 entry of this formula, charge and spin), kJ/mol: 73.29
Molar mass, u: 689.73
Spin multiplicity: 5
Expectation value of S²: 6.0488
Total charge: 0
Frontier orbital gap (alpha / beta), eV: 5.39 / 5.58

---

Record 2
Entry from the OMol25 dataset: one molecule with the formula CH4OS2 (wB97M-V/def2-TZVPD).

Positions of all 8 atoms, in Å:
C: -0.38 -0.15 -0.38
O: 0.30 0.45 0.66
S: -0.49 1.21 -1.62
S: 0.87 -0.53 1.90
H: 0.18 -1.02 -0.81
H: -1.36 -0.45 -0.27
H: -0.52 2.13 -0.76
H: 1.40 -1.65 1.28

## Properties
Energy, eV: -24817.927
Relative energy (zero: lowest compared OMol25 entry of this formula, charge and spin), kJ/mol: 130.06
Molar mass, u: 96.18
Spin multiplicity: 1
Total charge: 0
Frontier orbital gap, eV: 9.82
SMILES: SCOS

---

Record 3
Entry from the OMol25 dataset: C31H80O13Sr as an isolated structure (wB97M-V/def2-TZVPD).

Positions of all 125 atoms, in Å:
Sr: 0.03 1.72 3.56
C: -0.71 0.15 -0.20
O: -0.90 -0.32 -1.31
O: 0.41 0.51 0.15
O: -1.60 0.40 0.64
C: -7.00 4.15 -0.90
C: -6.19 2.81 -0.77
C: -5.33 2.50 -1.94
O: -5.34 2.86 0.36
H: -7.51 4.35 0.04
H: -7.76 4.23 -1.68
H: -6.32 4.99 -1.03
H: -6.90 1.98 -0.71
H: -5.74 2.83 -2.90
H: -5.24 1.41 -2.02
H: -4.37 3.02 -1.93
H: -4.76 2.11 0.23
C: -3.49 -4.65 -6.27
C: -2.71 -3.48 -5.69
C: -3.41 -2.15 -5.99
O: -2.54 -3.60 -4.33
H: -3.70 -4.61 -7.34
H: -4.42 -4.72 -5.70
H: -2.98 -5.57 -6.01
H: -1.72 -3.51 -6.13
H: -3.52 -1.91 -7.04
H: -2.96 -1.34 -5.43
H: -4.41 -2.15 -5.57
H: -2.28 -2.77 -3.92
C: 6.48 2.81 -2.71
C: 5.85 1.65 -1.94
C: 6.85 0.73 -1.30
O: 4.91 2.16 -0.97
H: 5.78 3.59 -3.03
H: 7.11 2.54 -3.56
H: 7.19 3.27 -2.02
H: 5.24 1.06 -2.62
H: 7.33 0.16 -2.10
H: 6.34 -0.04 -0.71
H: 7.53 1.38 -0.76
H: 4.12 1.61 -1.09
C: 2.74 -3.56 -2.44
C: 2.56 -4.00 -1.01
C: 3.28 -5.30 -0.56
O: 2.94 -3.04 -0.07
H: 2.28 -4.37 -3.00
H: 3.76 -3.37 -2.78
H: 2.18 -2.64 -2.61
H: 1.50 -4.23 -0.89
H: 3.00 -6.13 -1.21
H: 3.05 -5.50 0.49
H: 4.36 -5.20 -0.60
H: 2.39 -2.29 -0.30
C: 2.06 6.47 -0.57
C: 0.69 6.34 0.15
C: -0.53 6.36 -0.82
O: 0.55 5.10 0.70
H: 2.11 7.43 -1.08
H: 2.19 5.60 -1.21
H: 2.86 6.41 0.16
H: 0.50 7.10 0.92
H: -0.60 5.46 -1.41
H: -0.38 7.10 -1.61
H: -1.50 6.51 -0.33
H: 0.64 4.54 -0.07
C: 2.14 1.84 -5.83
C: 1.21 2.84 -5.13
C: 1.21 4.19 -5.87
O: -0.11 2.38 -5.03
H: 1.81 1.44 -6.78
H: 2.46 0.98 -5.24
H: 3.09 2.27 -6.14
H: 1.50 3.02 -4.09
H: 1.02 4.07 -6.94
H: 2.07 4.80 -5.59
H: 0.48 4.87 -5.42
H: -0.16 1.72 -4.34
C: -5.31 -0.79 6.51
C: -3.80 -1.01 6.75
C: -3.48 -2.48 7.05
O: -3.22 -0.57 5.53
H: -5.92 -1.33 7.23
H: -5.65 -1.23 5.57
H: -5.56 0.27 6.60
H: -3.47 -0.34 7.54
H: -4.01 -2.81 7.95
H: -2.42 -2.62 7.25
H: -3.80 -3.21 6.32
H: -3.65 -1.02 4.80
C: 0.77 -4.55 3.87
C: 1.74 -3.59 4.62
C: 3.19 -3.89 4.46
O: 1.52 -2.40 3.94
H: -0.28 -4.30 3.95
H: 1.06 -5.52 4.28
H: 0.94 -4.69 2.81
H: 1.41 -3.63 5.65
H: 3.59 -3.99 3.45
H: 3.39 -4.82 5.00
H: 3.80 -3.10 4.91
H: 1.91 -2.56 3.08
C: -5.22 -4.94 2.01
C: -4.94 -3.89 0.97
C: -6.07 -3.80 0.01
O: -4.73 -2.69 1.73
H: -4.39 -5.07 2.71
H: -5.30 -5.92 1.54
H: -6.02 -4.67 2.69
H: -4.07 -4.19 0.39
H: -6.95 -3.56 0.60
H: -6.26 -4.82 -0.34
H: -5.92 -3.19 -0.88
H: -4.26 -2.12 1.12
C: 6.07 1.58 4.53
C: 5.46 2.95 4.32
C: 6.39 3.94 3.52
O: 4.33 2.74 3.61
H: 7.06 1.82 4.91
H: 6.27 1.05 3.60
H: 5.41 1.00 5.18
H: 5.20 3.44 5.26
H: 6.67 3.51 2.56
H: 7.27 4.33 4.04
H: 5.91 4.86 3.19
H: 4.59 2.47 2.73

## Properties
Energy, eV: -60889.917
Relative energy (zero: lowest compared OMol25 entry of this formula, charge and spin), kJ/mol: 1437.30
Molar mass, u: 748.59
Spin multiplicity: 1
Total charge: 0
Frontier orbital gap, eV: 3.02

---

Record 4
Entry from the OMol25 dataset: a 2-piece molecular cluster, C2H2IN3 overall (wB97M-V/def2-TZVPD).

Positions of all 8 atoms, in Å:
C: -0.39 -0.51 1.11
C: -1.52 0.01 0.37
N: -1.68 -2.85 0.49
N: -1.96 -3.88 0.39
N: -0.47 0.40 -0.11
I: -3.50 0.12 -0.19
H: 0.03 -0.18 2.00
H: -0.20 -1.54 0.83

## Properties
Energy, eV: -14675.482
Relative energy (zero: lowest compared OMol25 entry of this formula, charge and spin), kJ/mol: 120.39
Molar mass, u: 194.96
Spin multiplicity: 1
Total charge: 0
Frontier orbital gap, eV: 10.09
SMILES: IC1=NC1.N#N

---

Record 5
Entry from the OMol25 dataset: C5H5O6Tl as an isolated structure (wB97M-V/def2-TZVPD).

Positions of all 17 atoms, in Å:
C: 2.52 -1.21 -1.98
C: 1.82 0.18 -2.02
O: 2.35 1.09 -1.32
O: 3.47 -1.44 -2.67
H: 2.04 -1.95 -1.31
H: 1.68 0.39 -3.10
C: -0.76 0.60 -0.19
C: -1.24 -0.54 0.73
O: -2.53 -0.84 0.22
C: -2.89 0.04 -0.70
O: -1.88 0.92 -0.94
O: -3.98 0.13 -1.19
O: -0.16 1.58 0.35
H: -1.32 -0.23 1.78
H: -0.58 -1.42 0.64
Tl: 1.88 2.55 0.28
H: 0.41 0.11 -1.22

## Properties
Energy, eV: -22232.097
Relative energy (zero: lowest compared OMol25 entry of this formula, charge and spin), kJ/mol: 19.85
Molar mass, u: 365.47
Spin multiplicity: 2
Expectation value of S²: 0.7930
Total charge: +1
Frontier orbital gap (alpha / beta), eV: 8.51 / 5.58